Here is one molecule with the formula C4H6O2 at a distorted geometry from OMol25. Energies are from wB97M-V/def2-TZVPD.

The geometry in XYZ format:
```
12
Properties=species:S:1:pos:R:3:forces:R:3
O -0.0146 0.4736 -2.3172 -0.275 0.202 0.442
C -0.5085 -0.0069 -1.3338 -0.740 0.031 -0.859
C -1.0742 0.5761 -0.0513 -0.130 -0.245 -0.309
C -0.3208 -0.4041 0.8332 0.371 0.204 0.335
C 0.9565 -0.6547 0.3346 -0.043 -0.283 0.779
O 2.0162 -0.0608 0.9083 0.364 -0.341 0.684
H -0.6304 -1.1035 -1.1480 0.037 -0.056 -1.007
H -0.7587 1.6067 0.2132 -0.095 -0.402 -0.475
H -2.1682 0.5685 -0.0938 -0.003 -0.326 0.217
H -0.4596 -0.4545 1.9113 0.461 1.042 0.096
H 1.2754 -1.3489 -0.4435 -0.248 0.616 -0.286
H 1.6868 0.8086 1.1871 0.300 -0.442 0.383
```
Forces are in eV/Å.

Output
- Energy relative to the best compared isomer or geometry (same formula, charge and spin): 415.0 kJ/mol
- Frontier orbital gap (alpha / beta): 8.180 / 8.182 eV
- 2S+1: 1

For each atom in turn, the Mulliken charge in e is:
1. O -0.52
2. C 0.00
3. C -0.20
4. C -0.83
5. C -0.09
6. O -0.49
7. H 0.41
8. H 0.21
9. H 0.32
10. H 0.37
11. H 0.41
12. H 0.42

=====

Here is C20H23N2O8OsSi as an isolated structure at a distorted geometry from OMol25. Energies are from wB97M-V/def2-TZVPD.

The geometry in XYZ format:
```
55
Properties=species:S:1:pos:R:3:forces:R:3
Os 0.7243 -1.0605 -0.0669 0.257 0.398 -0.028
N 2.3894 -2.5898 -0.0387 0.049 -0.120 -0.004
C 3.1693 -2.2806 -1.2515 0.016 0.126 -0.003
C 2.2049 -2.0045 -2.4059 0.035 -0.067 0.133
O 2.4279 -2.4304 -3.5276 0.034 -0.006 -0.059
N 1.1158 -1.2793 -2.0244 -0.290 -0.197 0.111
C -0.0970 -1.4513 -2.8039 -0.006 0.083 -0.004
C -1.0592 -2.3241 -1.9697 0.270 0.193 -0.067
O -2.0381 -2.8545 -2.4427 -0.080 -0.065 -0.092
O -0.6905 -2.4220 -0.7160 0.283 0.135 0.213
H 2.9498 -2.4933 0.8002 -0.028 -0.008 0.011
H 2.0073 -3.5289 -0.0788 0.048 -0.004 0.046
H 3.8530 -3.0764 -1.5457 -0.033 -0.006 -0.035
H 3.7356 -1.3721 -1.0414 0.011 -0.038 -0.040
H 0.0844 -1.9174 -3.7708 0.027 -0.001 0.007
H -0.5797 -0.4821 -2.9610 -0.061 -0.024 -0.044
O -1.3763 0.2278 1.8840 0.318 1.338 -1.220
C -0.3905 -0.5341 2.5999 -1.907 -0.231 0.320
O 0.5321 -1.0880 1.8730 0.391 -0.475 -0.379
H -0.0719 -0.0480 3.5184 0.213 0.066 -0.056
O 2.7764 4.2761 0.7056 0.024 0.007 -0.010
C 2.3839 3.7721 -0.4746 0.002 0.023 0.006
C 2.0762 4.6628 -1.5049 0.009 -0.014 0.012
C 1.6834 4.1856 -2.7395 -0.007 -0.013 -0.010
C 1.5930 2.8160 -2.9774 -0.015 0.010 0.023
C 1.8847 1.9326 -1.9539 0.013 0.030 -0.004
C 2.2663 2.3885 -0.6929 0.112 -0.034 -0.024
C 2.5572 1.4347 0.4236 -0.036 0.259 -0.083
O 3.0136 1.8739 1.4884 -0.036 -0.080 -0.016
O 2.3754 0.1771 0.2237 -0.169 -0.515 -0.143
H 2.9901 3.4809 1.2676 -0.062 0.015 0.004
H 2.1600 5.7235 -1.3073 -0.002 0.005 0.004
H 1.4510 4.8884 -3.5310 -0.004 0.002 0.001
H 1.2965 2.4432 -3.9488 0.003 0.001 -0.010
H 1.8153 0.8661 -2.1186 -0.003 0.035 0.007
C -0.8359 2.3673 0.2491 0.119 -0.036 -0.348
Si -0.9853 0.5020 0.0172 -0.622 0.163 1.030
C -2.7224 0.2302 -0.6563 0.157 -0.008 -0.179
C -1.9556 -1.0329 2.6636 1.346 -0.961 0.800
C -2.7008 -0.6958 3.8253 -0.147 0.022 -0.005
C -3.6866 -1.5463 4.2778 -0.071 0.139 -0.051
C -4.0150 -2.7150 3.5927 -0.054 0.004 0.098
C -3.3405 -2.9908 2.4085 0.020 0.110 -0.267
C -2.3452 -2.1686 1.9124 -0.244 -0.121 0.080
H -1.6935 2.7207 0.8241 -0.042 -0.032 -0.003
H -0.8172 2.8987 -0.7076 0.029 0.006 -0.002
H 0.0763 2.6341 0.7809 -0.026 0.028 0.107
H -3.4542 0.5645 0.0816 0.019 0.021 0.045
H -2.9357 -0.8073 -0.9106 -0.014 -0.018 0.033
H -2.8647 0.8358 -1.5567 -0.003 -0.007 -0.018
H -2.4650 0.2208 4.3514 0.067 -0.050 0.075
H -4.2201 -1.2875 5.1860 0.002 0.011 0.003
H -4.7937 -3.3712 3.9569 0.009 -0.009 0.006
H -3.6052 -3.8695 1.8314 0.009 -0.013 -0.005
H -1.8534 -2.4013 0.9817 0.069 -0.077 0.035
```
Forces are in eV/Å.

Output
- Charge: -1
- Energy relative to the best compared isomer or geometry (same formula, charge and spin): 345.2 kJ/mol
- Frontier orbital gap (alpha / beta): 4.778 / 4.791 eV
- 2S+1: 1

For each atom in turn, the Mulliken charge in e is:
1. Os 2.22
2. N -0.68
3. C -0.62
4. C 0.72
5. O -0.73
6. N -0.51
7. C -0.83
8. C 0.66
9. O -0.71
10. O -0.76
11. H 0.25
12. H 0.29
13. H 0.41
14. H 0.16
15. H 0.46
16. H 0.11
17. O -0.30
18. C -0.25
19. O -0.48
20. H 0.49
21. O -0.70
22. C 0.25
23. C -0.75
24. C -0.31
25. C -1.02
26. C 0.12
27. C 0.12
28. C 0.46
29. O -0.84
30. O -0.65
31. H 0.38
32. H 0.43
33. H 0.36
34. H 0.43
35. H 0.63
36. C -1.18
37. Si 0.47
38. C -1.32
39. C 1.48
40. C -1.00
41. C -0.36
42. C -0.62
43. C -0.74
44. C -0.66
45. H 0.51
46. H 0.23
47. H 0.29
48. H 0.43
49. H 0.35
50. H 0.36
51. H 0.39
52. H 0.35
53. H 0.36
54. H 0.42
55. H 0.40

=====

Here is an isolated ion of composition C4H12N3O and charge +1 at a distorted geometry from OMol25. Energies are from wB97M-V/def2-TZVPD.

The geometry in XYZ format:
```
20
Properties=species:S:1:pos:R:3:forces:R:3
C 1.2449 -2.6190 1.2136 -0.820 -1.161 -0.560
C 0.6106 -1.3010 1.0392 0.812 -0.066 -0.003
O 0.0626 -0.8565 2.0307 -0.812 0.702 0.255
C 0.8365 -0.4836 -0.2162 -2.207 1.207 -0.175
C -0.4631 0.6546 -0.3574 2.176 -3.614 0.068
N -0.3624 1.3767 0.9784 -1.459 5.676 -1.272
N -0.5755 1.3800 -1.5139 2.639 1.343 -1.249
N -1.7882 1.4740 -2.1472 -1.586 3.119 2.244
H 1.2584 -2.7016 2.2807 0.733 -0.458 0.576
H 0.6060 -3.4711 0.8867 0.169 0.694 -0.133
H 2.1856 -2.7255 0.6958 0.390 0.033 0.068
H 0.8869 -1.2005 -1.0615 0.055 0.901 0.222
H 1.7811 0.0648 -0.0455 -0.260 -0.263 -0.436
H -1.4013 0.0499 -0.2891 0.763 0.530 0.151
H -0.2632 0.6099 1.6847 -0.120 -0.204 0.759
H -1.3116 1.9242 0.9448 1.889 -1.381 1.016
H 0.3442 2.2579 1.0803 -1.524 -3.078 -0.508
H 0.1796 1.9774 -1.9500 -0.807 -1.432 1.211
H -1.9825 2.4964 -2.2225 -0.439 -1.308 -0.066
H -1.8486 1.0931 -3.0316 0.408 -1.239 -2.168
```
Forces are in eV/Å.

Output
- Charge: +1
- Energy relative to the best compared isomer or geometry (same formula, charge and spin): 306.8 kJ/mol
- Frontier orbital gap: 10.434 eV
- 2S+1: 1

For each atom in turn, the Mulliken charge in e is:
1. C -1.28
2. C 0.95
3. O -0.62
4. C -0.80
5. C -0.33
6. N -0.36
7. N -0.02
8. N -0.66
9. H 0.40
10. H 0.31
11. H 0.37
12. H 0.35
13. H 0.36
14. H 0.46
15. H 0.36
16. H 0.41
17. H 0.39
18. H 0.26
19. H 0.25
20. H 0.22

=====

Here is a 2-piece molecular cluster, CHCl2NO3S overall at a distorted geometry from OMol25. Energies are from wB97M-V/def2-TZVPD.

The geometry in XYZ format:
```
9
Properties=species:S:1:pos:R:3:forces:R:3
O 0.8355 1.0472 -1.1493 0.047 1.211 -0.719
S 0.8126 -0.2095 -0.5317 0.745 -1.865 1.095
O 1.7270 -0.6259 0.4879 0.662 0.025 -0.673
Cl 0.9396 -1.5657 -2.0236 -0.073 -0.249 -0.234
H -0.3237 -0.5925 0.0150 -1.010 0.103 -0.523
O -0.0687 1.1231 1.3413 -3.989 -0.360 -0.601
N 0.9473 1.3799 1.8533 3.949 1.012 1.270
C 2.0432 1.5978 2.1321 0.266 0.037 0.487
Cl 3.6056 1.5914 2.6617 -0.597 0.084 -0.101
```
Forces are in eV/Å.

Output
- Energy relative to the best compared isomer or geometry (same formula, charge and spin): 380.5 kJ/mol
- Frontier orbital gap: 10.428 eV
- 2S+1: 1

For each atom in turn, the Mulliken charge in e is:
1. O -0.47
2. S 0.96
3. O -0.54
4. Cl -0.21
5. H 0.24
6. O -0.72
7. N 0.53
8. C 0.28
9. Cl -0.07